# 1
46
Properties=species:S:1:pos:R:3 method="wB97M-V/def2-TZVPD" homo_energy_ev=-9.2 de_lowest_ev=0.516 smiles="CS(=O)(=O)N(CCc1ccccc1)CC(=O)NCc1ccc(Cl)cc1" lumo_ev=0.57
C 0.4113 1.2991 -0.3739
C -2.8249 -0.1473 1.1561
H 2.5399 -0.8781 -1.7629
H 2.1306 1.7057 -2.7372
H -4.6808 1.8146 -0.8633
C -2.0210 1.5638 -0.5202
C 0.5048 -2.9085 1.7532
C -0.6994 -2.9282 1.0705
S 3.5469 2.3233 -0.9359
O 0.5236 1.0340 -1.5532
N -0.7732 1.5704 0.2071
H -6.4960 0.5923 0.2643
C 1.6325 -2.3720 1.1573
C -0.7660 -2.4103 -0.2118
H -3.6094 -1.5773 2.5442
H 1.6286 2.3974 0.9881
H 3.3912 2.8722 -3.2275
H -0.8036 1.8538 1.1735
H 0.3031 -1.4686 -1.8032
C 1.5751 -1.8376 -0.1255
H 1.4433 0.6720 1.4157
C 2.8052 -1.2719 -0.7817
H -1.8070 1.0912 -1.4854
H 3.5783 -0.4691 1.0825
H 0.5689 -3.3206 2.7500
H 3.8215 1.1615 -2.9865
H 3.5302 -2.0794 -0.9183
C -5.4663 0.3881 0.5119
H -1.7017 -2.4267 -0.7516
H 2.5713 -2.3840 1.6931
O 2.9005 3.5456 -0.5544
C -5.1585 -0.5636 1.4716
H -2.3504 2.5921 -0.7157
H -1.7984 -0.3750 1.3998
O 4.9698 2.2223 -0.7753
H -1.5795 -3.3521 1.5308
N 2.8563 1.1209 -0.0318
C 0.3629 -1.8717 -0.8038
Cl -6.4316 -1.4182 2.2694
C 1.5927 1.3768 0.5924
C -3.1125 0.8125 0.1947
C -4.4426 1.0713 -0.1170
H 4.5021 0.0075 -0.3505
C -3.8401 -0.8348 1.7969
C 3.4946 -0.1639 0.0328
C 3.1777 1.9703 -2.6693



# 2
47
Properties=species:S:1:pos:R:3 method="wB97M-V/def2-TZVPD" homo_energy_ev=-8.3 de_lowest_ev=0.295 smiles="CC(C)CCn1c(Oc2ccc(Cl)cc2)nc2c1c(=O)n(C)c(=O)n2C" lumo_ev=0.60
C -0.0614 2.3900 1.6228
H 4.1505 3.0943 -0.5544
C 1.6861 4.1315 1.2024
C 3.3733 3.8569 -0.5554
H -1.3690 -0.7194 -0.4300
C 1.2395 0.2982 -0.9884
C 0.0523 4.4470 2.9239
H -2.5565 -0.2267 -3.9972
H 0.2838 -4.4573 0.8181
H 0.6699 -2.1133 0.3102
C -2.1909 -2.4909 2.2191
O 1.3599 -0.8102 -1.7285
H 1.0189 -3.2449 -2.4352
N 0.5834 3.6062 1.8628
C -0.7188 -0.4753 0.4174
C -0.7258 -0.3890 -2.9034
C -0.8210 -3.0953 -3.5262
H -0.8004 3.9296 3.3569
N 2.2279 3.3737 0.1839
H 3.0882 4.0685 -1.5861
C 0.5762 1.6741 0.5621
H 0.8195 4.6172 3.6785
O -1.0355 2.0376 2.2634
N 0.3030 0.4503 -0.0174
N 2.0747 1.3118 -1.0809
C -1.1463 -2.8677 1.1719
H -2.8844 -3.3147 2.3703
H -2.7623 -1.6198 1.9114
H 0.0725 -4.0384 2.5194
H -1.1668 -4.9695 1.6792
H 3.7233 4.7655 -0.0699
C -1.7775 -0.8871 -3.6509
O 2.1464 5.2081 1.5120
C 0.2272 -2.5981 -2.7771
C 0.2753 -1.2449 -2.4600
C -1.8241 -2.2383 -3.9555
C -0.4445 -4.1643 1.5708
H -0.6751 0.6654 -2.6741
C -0.1079 -1.7566 0.9890
H -1.6505 -3.0282 0.2110
H 0.3635 -1.5335 1.9484
H -1.7106 -2.2693 3.1694
H -0.2526 5.4096 2.5149
Cl -3.1412 -2.8600 -4.8832
H -0.8643 -4.1438 -3.7736
H -1.3021 0.0491 1.1760
C 1.6742 2.1721 -0.1179



# 3
60
Properties=species:S:1:pos:R:3 method="wB97M-V/def2-TZVPD" homo_energy_ev=-12.8 charge=+1 lumo_ev=-4.06
F 3.5823 -0.1383 -6.7363
C -0.9190 3.6335 7.7284
H -0.5443 -3.4763 1.8054
H 2.7575 -3.8170 -3.1413
H 0.5175 -1.3975 -4.5900
H 0.3123 -0.1754 2.5871
H -2.7839 2.2309 0.6663
F 4.8743 -2.4024 -7.8375
P -0.8438 0.5727 0.4568
F 3.5780 -4.0177 -4.9451
F -0.8702 5.1373 4.8002
F -1.7710 3.8647 6.7042
H -3.4874 0.8092 -4.3815
H -1.8425 -3.5365 -2.5846
C -2.9215 0.1875 -3.5689
F 0.2382 -3.5794 -3.8288
F 0.9416 4.7686 6.7614
C -1.3745 -1.6871 2.1775
H -2.3129 1.9935 -1.9458
C -2.2510 0.8430 -2.1825
F 3.9355 -1.7200 -5.2968
H -2.2005 1.6339 2.4484
F -2.0174 4.2532 3.1767
F 0.8823 -3.8622 -5.8872
H 3.0324 -2.0131 -8.4994
C 2.4914 -4.1450 -4.1505
C -0.3830 2.8655 4.2280
F -1.1033 4.6511 8.6125
F 1.3187 3.3590 8.3747
C 1.2889 -3.3751 -4.6845
C -2.4010 1.3473 1.3314
C 0.5345 3.5759 7.2720
C -0.7902 4.2680 3.7620
F -1.3101 2.2830 5.0260
N -1.3670 -1.6985 -1.2672
H -3.1742 -2.0466 -4.5289
C -0.1194 -0.7610 1.6531
H 2.1510 -1.4609 -4.0154
C -1.5577 -0.2260 -1.1748
C 3.2321 -1.4137 -6.4134
H 1.8782 2.1358 6.4750
C 1.4922 -1.8566 -4.7977
C 3.5385 -2.3480 -7.5894
H -3.2119 0.4725 1.3307
H -1.9181 -1.0807 3.0313
O 1.8422 -1.3633 -6.0939
C -1.9417 -2.3536 -2.4802
H 0.2438 1.5623 6.4258
H 0.7694 -1.3648 1.1798
O -0.8495 -2.9971 2.6419
H -0.0699 4.6672 3.0421
F 2.2192 -5.4766 -4.0904
C -2.7200 -1.4630 -3.5988
C 0.8515 2.4607 6.2642
F -0.2494 2.0439 3.1508
O 0.8825 2.8468 4.8873
H 0.1275 1.5934 0.1317
H -2.1345 -1.8926 1.2862
F 3.1432 -3.6204 -7.3346
H -1.2165 2.7060 8.2265



Computed frontier orbital gap, in the same sequence as the records: 9.754 8.933 8.763 eV.